[1]
{
  "formula": "C26H22N8O5RuS2",
  "method": "the ωB97M-V functional and the def2-TZVPD basis",
  "symbols": ["Ru", "C", "C", "C", "O", "C", "O", "O", "H", "H", "H", "H", "H", "H", "H", "N", "C", "C", "C", "C", "C", "C", "S", "O", "O", "N", "C", "N", "C", "C", "C", "N", "H", "H", "H", "H", "H", "H", "H", "H", "H", "S", "N", "C", "C", "C", "C", "C", "N", "C", "C", "N", "C", "C", "C", "C", "C", "N", "H", "H", "H", "H", "H", "H"],
  "positions_angstrom": [[-0.0864, 1.1983, 0.6477], [-2.9192, 3.8681, 2.9539], [-1.7999, 3.7677, 1.9413], [-1.6105, 5.0266, 1.1121], [-2.0285, 2.6284, 1.0735], [-0.4598, 3.5261, 2.6527], [-0.2184, 4.1156, 3.6758], [0.3650, 2.7451, 2.0073], [-3.8273, 4.2579, 2.4899], [-2.6125, 4.5259, 3.7632], [-3.1328, 2.8809, 3.3649], [-2.5357, 5.2953, 0.5944], [-0.8153, 4.8771, 0.3766], [-1.3260, 5.8553, 1.7578], [-2.1489, 2.9520, 0.1710], [0.4913, -6.5607, -1.0563], [0.2262, -5.4229, -0.3577], [0.7825, -5.2242, 0.9160], [0.5382, -4.0642, 1.6152], [-0.2864, -3.0920, 1.0571], [-0.8509, -3.2684, -0.2036], [-0.6071, -4.4294, -0.9017], [-0.3733, -1.5371, 1.8158], [-0.2085, -1.6249, 3.2270], [-1.5227, -0.7926, 1.3184], [0.8526, -0.6967, 1.0351], [1.9067, -0.2244, 1.7975], [2.4992, -0.9202, 2.7576], [3.3986, -0.2735, 3.4849], [3.7198, 1.0618, 3.2708], [3.0885, 1.6761, 2.2178], [2.2085, 1.0251, 1.4518], [1.0813, -7.2745, -0.6722], [0.1074, -6.7080, -1.9703], [1.4145, -5.9925, 1.3440], [0.9757, -3.8929, 2.5906], [-1.4885, -2.4944, -0.6117], [-1.0559, -4.5870, -1.8758], [3.8690, -0.8500, 4.2729], [4.4303, 1.5875, 3.8896], [3.2815, 2.7117, 1.9654], [0.1965, -1.8238, -6.1216], [-1.0437, -1.7281, -5.0984], [-0.6621, -0.9400, -4.1083], [-1.4697, -0.5597, -2.9635], [-2.7668, -1.0157, -2.7153], [-3.4262, -0.5771, -1.5880], [-2.7799, 0.3029, -0.7235], [-1.5481, 0.7479, -0.9596], [-0.8966, 0.3130, -2.0492], [0.4563, 0.8057, -2.1956], [0.8952, 1.6280, -1.2228], [2.1443, 2.0764, -1.2779], [3.0184, 1.7192, -2.3004], [2.5792, 0.8768, -3.2952], [1.2590, 0.4233, -3.2625], [0.6663, -0.4552, -4.2563], [1.2568, -0.8838, -5.3582], [-3.2254, -1.7056, -3.4125], [-4.4286, -0.9075, -1.3573], [-3.2529, 0.6551, 0.1823], [2.4458, 2.7465, -0.4868], [4.0292, 2.1001, -2.2942], [3.2310, 0.5497, -4.0951]],
  "e_above_lowest_kj_mol": 371.2,
  "total_energy_ev": -73723.71333,
  "total_charge": 1,
  "multiplicity": 2
}

***

[2]
{
  "formula": "C3H7NO3",
  "method": "the ωB97M-V functional and the def2-TZVPD basis",
  "symbols": ["C", "N", "O", "H", "H", "H", "O", "C", "O", "C", "H", "H", "H", "H"],
  "positions_angstrom": [[-1.0054, 1.0900, -1.2612], [-1.8837, 2.1989, -1.4579], [-1.3499, -0.0402, -1.3924], [0.0355, 1.3466, -0.9799], [-1.6988, 2.9027, -0.7490], [-1.6742, 2.6477, -2.3448], [2.4482, -0.8111, 1.6519], [1.5151, -1.2150, 1.0101], [1.6824, -1.7627, -0.2071], [0.0729, -1.1825, 1.4295], [2.6375, -1.7517, -0.3754], [-0.5883, -1.3707, 0.5943], [-0.1171, -0.1829, 1.8238], [-0.0742, -1.8692, 2.2580]],
  "e_above_lowest_kj_mol": 128.2,
  "total_energy_ev": -10857.03874,
  "smiles": "CC(=O)O.NC=O"
}

***

[3]
{
  "formula": "C3H5NO2",
  "method": "the ωB97M-V functional and the def2-TZVPD basis",
  "symbols": ["N", "C", "C", "O", "C", "O", "H", "H", "H", "H", "H"],
  "positions_angstrom": [[0.3412, 1.0264, -1.8917], [0.1927, 0.3906, -0.8162], [0.0895, 0.9499, 0.5831], [0.4184, -0.1676, 1.3889], [-0.1653, -1.2313, 0.7009], [0.0025, -0.9551, -0.6895], [0.2671, 0.3938, -2.6893], [0.7161, 1.8070, 0.8252], [-0.9603, 1.2475, 0.7291], [0.3414, -2.1673, 0.9399], [-1.2434, -1.2940, 0.9196]],
  "e_above_lowest_kj_mol": 133.1,
  "total_energy_ev": -8776.31476,
  "smiles": "[H]/N=C1/COCO1"
}

***

[4]
{
  "formula": "C3H9NO",
  "method": "the ωB97M-V functional and the def2-TZVPD basis",
  "symbols": ["C", "C", "C", "O", "N", "H", "H", "H", "H", "H", "H", "H", "H", "H"],
  "positions_angstrom": [[-0.6030, -0.7685, 0.3439], [0.3503, 0.1987, -0.3315], [1.5430, 0.5405, 0.5690], [-0.3763, 1.3927, -0.5939], [-1.8859, -0.8136, -0.2731], [-0.0740, -1.7308, 0.3832], [-0.6735, -0.4592, 1.3972], [0.7325, -0.1749, -1.2803], [2.0801, 1.4011, 0.1767], [1.1128, 0.7648, 1.5432], [2.2456, -0.2931, 0.6216], [0.0007, 1.8313, -1.3280], [-2.3841, -1.6760, -0.1802], [-2.0682, -0.2131, -1.0478]],
  "e_above_lowest_kj_mol": 95.8,
  "total_energy_ev": -6794.06263,
  "smiles": "C[C@H](O)CN"
}